# C33H55F5N12O7S2Si2

A molecular structure, C33H55F5N12O7S2Si2 (wB97M-V/def2-TZVPD, the Open Molecules 2025 dataset).

```
116
Properties=species:S:1:pos:R:3:mulliken_charge:R:1
C -4.01 2.27 3.59 -0.8562
C -5.37 3.13 3.39 -0.3469
O -5.24 3.80 2.12 -0.4037
C -6.24 3.39 1.17 -0.4751
C -6.22 1.83 0.81 -0.3609
Si -5.71 1.46 -1.01 0.2967
O -4.09 0.82 -1.00 0.2687
Si -3.69 0.21 -2.57 -0.3046
C -2.17 1.22 -3.15 -0.5293
C -1.28 0.49 -4.26 -0.5046
C 0.00 1.39 -4.56 -0.7042
S 1.30 1.21 -3.24 1.1925
O 2.49 0.49 -3.73 -0.6164
O 0.76 0.41 -2.08 -0.4299
O 1.72 2.70 -2.59 -0.5366
S -3.36 -1.94 -2.50 0.7980
O -3.28 -2.44 -3.89 -0.5535
O -4.58 -2.55 -1.88 -0.5203
C -1.93 -2.48 -1.42 0.5387
F -2.06 -3.88 -1.25 -0.2418
F -0.67 -2.26 -2.00 -0.1566
C -1.90 -1.79 0.03 0.5838
F -1.09 -2.51 0.92 -0.2432
F -3.20 -1.64 0.54 -0.1762
F -1.36 -0.49 0.00 -0.1786
H -3.33 2.73 4.38 0.2785
H -4.21 1.17 3.78 0.2752
H -3.42 2.31 2.62 0.2057
H -6.30 2.48 3.46 0.2828
H -5.43 3.86 4.26 0.3507
H -7.30 3.70 1.44 0.2404
H -6.00 3.95 0.20 0.2002
H -5.56 1.19 1.48 0.1905
H -7.29 1.44 0.92 0.3758
H -6.65 0.47 -1.54 -0.1432
H -5.81 2.67 -1.83 -0.1632
H -4.83 0.43 -3.49 -0.1290
H -2.51 2.21 -3.58 0.5493
H -1.56 1.45 -2.21 0.2394
H -1.90 0.43 -5.21 0.4440
H -1.04 -0.57 -3.93 0.2599
H 0.47 1.02 -5.53 0.2060
H -0.38 2.47 -4.68 0.3771
H 1.43 2.70 -1.65 0.3690
C 3.37 -1.60 0.88 -0.8819
C 2.53 -1.06 -0.19 0.6480
N 1.87 -0.63 -1.03 -0.4971
H 3.05 -2.61 1.17 0.3063
H 4.42 -1.66 0.58 0.1967
H 3.33 -0.98 1.78 0.2651
C -6.51 7.84 1.80 -0.7307
C -7.58 6.84 1.94 0.3007
N -8.41 6.06 2.06 -0.4498
H -6.76 8.59 1.05 0.3745
H -6.33 8.37 2.74 0.3125
H -5.57 7.38 1.50 0.2182
C 7.05 0.94 0.89 -0.9243
C 6.53 -0.42 1.03 0.4946
N 6.13 -1.49 1.15 -0.5305
H 6.56 1.47 0.07 0.3399
H 6.88 1.53 1.80 0.1300
H 8.12 0.95 0.69 0.3271
C -3.83 -5.15 -5.12 -0.2360
C -4.95 -5.95 -5.61 0.2513
N -5.83 -6.58 -6.00 -0.3874
H -2.98 -5.78 -4.82 0.3047
H -3.47 -4.45 -5.88 0.3208
H -4.11 -4.56 -4.25 -0.2590
C 6.28 -4.92 0.83 -0.2732
C 6.71 -5.90 1.83 0.3341
N 7.05 -6.66 2.62 -0.5008
H 6.89 -4.99 -0.08 0.3557
H 5.24 -5.08 0.54 0.2915
H 6.37 -3.90 1.20 -0.0724
C 4.61 3.09 3.91 -0.7879
C 4.98 3.38 2.52 0.3176
N 5.28 3.61 1.43 -0.4455
H 4.58 4.00 4.51 0.3057
H 3.63 2.63 3.97 0.3171
H 5.32 2.41 4.38 0.3611
C 2.04 -2.36 -6.65 -0.7001
C 1.35 -1.23 -7.26 0.4443
N 0.81 -0.34 -7.75 -0.4639
H 1.93 -2.35 -5.56 0.1869
H 1.64 -3.32 -7.01 0.2971
H 3.11 -2.35 -6.87 0.2814
C 7.96 -3.59 4.38 -0.4366
C 8.70 -2.34 4.22 0.3169
N 9.28 -1.35 4.10 -0.4180
H 8.37 -4.20 5.17 0.3342
H 6.91 -3.41 4.62 0.2652
H 7.98 -4.18 3.46 -0.0955
C -2.95 9.64 1.00 -0.8555
C -4.30 9.80 0.45 0.4546
N -5.36 9.92 0.02 -0.4636
H -2.49 8.71 0.68 0.2764
H -2.30 10.46 0.69 0.3315
H -2.97 9.64 2.10 0.2707
C 9.80 -8.04 0.55 -0.8492
C 9.13 -6.90 -0.10 0.4155
N 8.61 -6.01 -0.61 -0.4650
H 9.67 -8.01 1.63 0.2735
H 9.39 -8.99 0.20 0.2648
H 10.87 -8.04 0.34 0.3014
C 2.15 3.30 7.86 -0.8015
C 2.90 2.57 6.84 0.3754
N 3.49 1.99 6.03 -0.4002
H 1.07 3.13 7.76 0.2650
H 2.43 2.98 8.86 0.2725
H 2.32 4.37 7.79 0.2647
C -6.20 -5.19 -2.30 -0.4947
C -7.26 -6.19 -2.15 0.1216
N -8.09 -6.97 -2.03 -0.3929
H -6.44 -4.46 -3.07 0.2663
H -6.02 -4.64 -1.38 0.3184
H -5.25 -5.66 -2.59 0.1929
```

Computed properties:
HOMO: -8.473 eV
gap between HOMO and LUMO: 8.051 eV
total energy: -118330.938 eV